No. 1
Below is 15 unconnected molecules or ions with the total composition C60H90O45 at a distorted geometry, with properties calculated with ωB97M-V with the def2-TZVPD basis set.

Values from the calculation:
HOMO level = -10.167 eV
energy = -155822.579 eV
lowest unoccupied orbital energy = -0.0198 Eh
energy above the lowest of the compared OMol25 structures with the same formula, charge and spin = 123.0 kJ/mol
spin multiplicity = 1
frontier orbital gap = 0.35385 Eh

Cartesian coordinates (Å):
C: -4.160 4.118 3.486
C: -4.214 2.832 2.683
C: -4.422 1.574 3.536
O: -5.560 0.954 2.947
C: -6.071 1.704 1.977
O: -7.020 1.476 1.301
O: -5.385 2.881 1.864
H: -4.195 4.944 2.775
H: -3.251 4.189 4.084
H: -5.005 4.200 4.172
H: -3.304 2.762 2.083
H: -4.658 1.849 4.563
H: -3.562 0.918 3.416
C: 1.627 4.813 -0.644
C: 1.728 3.605 -1.582
C: 2.584 3.818 -2.834
O: 3.658 2.908 -2.660
C: 3.564 2.251 -1.502
O: 4.356 1.477 -1.060
O: 2.462 2.633 -0.819
H: 2.609 5.244 -0.444
H: 1.295 4.462 0.339
H: 0.892 5.555 -0.955
H: 0.761 3.193 -1.875
H: 2.958 4.843 -2.853
H: 1.949 3.601 -3.691
C: 5.725 -1.333 1.182
C: 6.251 -2.430 0.345
C: 5.576 -2.364 -1.052
O: 6.664 -2.257 -1.968
C: 7.813 -2.321 -1.296
O: 8.888 -2.468 -1.786
O: 7.619 -2.151 0.027
H: 4.646 -1.502 1.272
H: 5.852 -0.366 0.693
H: 6.133 -1.277 2.193
H: 6.065 -3.411 0.787
H: 4.996 -1.441 -1.053
H: 4.901 -3.190 -1.259
C: -3.156 -3.095 -2.622
C: -4.405 -3.951 -2.520
C: -5.445 -3.442 -1.514
O: -6.660 -3.469 -2.236
C: -6.406 -3.443 -3.552
O: -7.185 -3.206 -4.416
O: -5.102 -3.699 -3.758
H: -2.607 -3.440 -3.502
H: -2.523 -3.005 -1.737
H: -3.412 -2.053 -2.802
H: -4.249 -5.026 -2.429
H: -5.280 -2.432 -1.138
H: -5.381 -4.068 -0.622
C: 3.460 -2.377 5.029
C: 1.949 -2.270 5.200
C: 1.199 -3.118 4.173
O: 0.302 -3.880 4.985
C: 0.564 -3.707 6.291
O: 0.000 -4.291 7.159
O: 1.617 -2.878 6.462
H: 4.021 -1.935 5.848
H: 3.812 -2.074 4.041
H: 3.699 -3.445 5.030
H: 1.514 -1.272 5.251
H: 1.891 -3.770 3.636
H: 0.636 -2.588 3.408
C: 3.058 -5.561 0.633
C: 2.548 -6.994 0.412
C: 1.045 -7.126 0.612
O: 0.605 -7.803 -0.573
C: 1.649 -8.055 -1.371
O: 1.593 -8.727 -2.353
O: 2.721 -7.340 -0.968
H: 2.917 -5.181 1.643
H: 2.503 -4.895 -0.032
H: 4.112 -5.467 0.371
H: 3.124 -7.670 1.045
H: 0.488 -6.190 0.660
H: 0.769 -7.769 1.449
C: -2.136 -0.316 -7.036
C: -2.163 0.405 -5.715
C: -1.999 -0.422 -4.446
O: -0.796 0.073 -3.837
C: -0.324 1.094 -4.554
O: 0.663 1.696 -4.254
O: -1.056 1.316 -5.653
H: -2.888 -1.110 -7.068
H: -1.181 -0.832 -7.157
H: -2.340 0.346 -7.874
H: -3.083 0.992 -5.655
H: -1.858 -1.487 -4.620
H: -2.863 -0.218 -3.818
C: -5.444 3.467 -2.439
C: -5.828 2.053 -2.050
C: -5.818 1.022 -3.177
O: -5.059 -0.053 -2.625
C: -4.580 0.273 -1.414
O: -3.948 -0.437 -0.693
O: -4.856 1.555 -1.127
H: -6.151 3.926 -3.134
H: -4.492 3.484 -2.976
H: -5.415 4.093 -1.548
H: -6.769 2.072 -1.496
H: -5.279 1.439 -4.034
H: -6.780 0.695 -3.565
C: -3.021 6.494 -2.000
C: -1.924 5.612 -1.467
C: -2.270 4.926 -0.110
O: -2.125 3.541 -0.278
C: -1.845 3.298 -1.570
O: -1.845 2.214 -2.079
O: -1.791 4.424 -2.290
H: -3.001 6.479 -3.091
H: -2.905 7.542 -1.722
H: -4.015 6.192 -1.672
H: -0.938 6.061 -1.370
H: -3.317 5.139 0.128
H: -1.664 5.372 0.681
C: -0.441 1.026 4.923
C: 0.344 1.186 6.202
C: 0.581 2.604 6.753
O: -0.085 2.612 7.994
C: -0.624 1.393 8.278
O: -1.133 1.073 9.298
O: -0.405 0.561 7.248
H: -0.598 -0.035 4.720
H: -0.010 1.510 4.049
H: -1.430 1.472 5.066
H: 1.269 0.613 6.118
H: 0.229 3.402 6.099
H: 1.656 2.729 6.909
C: 2.422 1.142 1.888
C: 3.757 1.392 2.525
C: 4.430 2.662 1.993
O: 4.418 3.513 3.126
C: 3.949 2.905 4.220
O: 3.907 3.372 5.303
O: 3.576 1.641 3.912
H: 1.763 1.988 2.089
H: 1.934 0.292 2.365
H: 2.557 1.015 0.815
H: 4.417 0.566 2.308
H: 3.752 3.096 1.258
H: 5.452 2.537 1.649
C: 0.326 -6.716 -4.704
C: -0.603 -5.744 -3.953
C: -1.170 -6.293 -2.638
O: -0.569 -5.413 -1.679
C: 0.042 -4.380 -2.248
O: 0.492 -3.428 -1.677
O: 0.133 -4.600 -3.580
H: 0.763 -6.241 -5.583
H: -0.155 -7.646 -5.000
H: 1.173 -6.969 -4.066
H: -1.377 -5.443 -4.667
H: -0.729 -7.282 -2.534
H: -2.249 -6.260 -2.527
C: 1.366 -2.363 -5.831
C: 2.295 -1.500 -5.017
C: 2.736 -2.044 -3.665
O: 4.144 -1.715 -3.624
C: 4.579 -1.656 -4.909
O: 5.696 -1.867 -5.242
O: 3.556 -1.379 -5.719
H: 0.922 -1.848 -6.687
H: 0.564 -2.753 -5.201
H: 1.844 -3.220 -6.310
H: 1.939 -0.474 -4.915
H: 2.617 -3.123 -3.540
H: 2.181 -1.567 -2.861
C: -1.264 0.763 1.215
C: -0.647 -0.327 0.306
C: 0.331 0.155 -0.752
O: 1.480 -0.742 -0.596
C: 1.305 -1.507 0.485
O: 2.072 -2.320 0.906
O: 0.141 -1.221 1.133
H: -2.147 1.200 0.750
H: -0.597 1.575 1.489
H: -1.589 0.256 2.125
H: -1.445 -0.913 -0.152
H: 0.640 1.169 -0.506
H: -0.095 0.060 -1.742
C: 0.429 7.030 5.466
C: 0.393 6.703 3.979
C: 1.636 5.922 3.566
O: 1.144 4.656 3.102
C: -0.185 4.618 3.183
O: -0.860 3.686 2.860
O: -0.662 5.788 3.668
H: 0.367 6.094 6.015
H: -0.378 7.721 5.723
H: 1.281 7.646 5.759
H: 0.302 7.565 3.319
H: 2.283 5.673 4.409
H: 2.213 6.405 2.779

No. 2
Below is a molecular structure, C33H42BN8O4Tl, with properties calculated with ωB97M-V with the def2-TZVPD basis set.

Values from the calculation:
HOMO level = -13.233 eV
net charge = +2
energy = -60366.952 eV
lowest unoccupied orbital energy = -0.2230 Eh
energy above the lowest of the compared OMol25 structures with the same formula, charge and spin = 332.8 kJ/mol
spin multiplicity = 1
frontier orbital gap = 0.26327 Eh

Cartesian coordinates (Å):
Tl: -0.176 -0.802 -0.487
C: 1.719 -0.023 -4.864
C: 0.900 -0.170 -3.621
N: 1.006 -1.070 -2.733
C: 1.883 -2.221 -2.844
C: 1.112 -3.451 -2.379
N: 0.680 -3.267 -0.991
C: -0.253 -4.286 -0.497
C: -0.589 -4.022 0.963
N: -1.232 -2.726 1.191
C: -2.692 -2.703 1.182
C: -3.266 -2.455 -0.208
N: -2.612 -1.325 -0.861
C: -3.199 -0.656 -1.770
C: -4.561 -0.903 -2.339
C: -2.358 0.465 -2.295
C: -2.625 1.869 -1.818
C: -0.966 2.987 -2.458
C: -0.039 2.102 -3.232
C: -0.203 0.785 -3.309
N: -1.317 0.041 -2.871
H: 1.253 -0.587 -5.677
H: 2.734 -0.391 -4.731
H: 1.753 1.019 -5.175
H: 2.756 -2.067 -2.202
H: 2.229 -2.383 -3.865
H: 1.738 -4.340 -2.500
H: 0.221 -3.577 -2.998
H: 1.512 -3.287 -0.404
H: 0.164 -5.297 -0.573
H: -1.142 -4.250 -1.128
H: 0.349 -4.021 1.527
H: -1.197 -4.848 1.346
H: -0.911 -2.358 2.079
H: -3.020 -1.902 1.845
H: -3.115 -3.641 1.556
H: -4.340 -2.292 -0.107
H: -3.123 -3.340 -0.833
H: -4.809 -1.962 -2.325
H: -4.611 -0.539 -3.364
H: -5.320 -0.368 -1.761
H: -3.517 1.931 -1.196
H: -0.519 3.965 -2.296
H: 0.855 2.555 -3.645
O: -1.174 5.297 4.363
N: -1.841 5.603 3.396
O: -2.708 6.444 3.383
C: -1.597 4.853 2.143
C: -2.549 4.936 1.183
C: -2.454 4.184 -0.017
C: -3.310 4.597 -1.149
C: -3.253 4.169 -2.411
C: -2.463 2.982 -2.883
N: -1.362 2.295 -1.164
C: -1.469 3.226 -0.092
C: -0.370 3.250 0.822
N: 0.723 2.507 0.495
C: 1.828 2.716 1.167
C: 1.926 3.609 2.250
C: 0.810 4.273 2.666
C: -0.394 4.118 1.937
H: -3.386 5.604 1.340
H: -3.976 5.423 -0.929
H: -3.874 4.661 -3.149
H: -2.674 2.732 -3.920
H: 2.701 2.162 0.833
H: 2.880 3.780 2.730
H: 0.848 4.934 3.518
C: 2.711 -0.391 4.065
C: 2.410 -1.512 3.091
C: 2.177 -2.808 3.842
O: 1.113 -1.160 2.437
B: 1.389 -1.023 1.146
O: 2.618 -1.256 0.678
C: 3.436 -1.626 1.875
C: 3.943 -3.030 1.611
C: 4.590 -0.647 1.923
H: 1.945 -0.375 4.839
H: 2.713 0.582 3.575
H: 3.677 -0.551 4.544
H: 1.424 -2.641 4.611
H: 3.095 -3.128 4.336
H: 1.832 -3.611 3.193
H: 3.127 -3.739 1.463
H: 4.560 -3.380 2.438
H: 4.558 -3.021 0.711
H: 4.253 0.377 2.069
H: 5.133 -0.698 0.980
H: 5.278 -0.907 2.727

No. 3
Below is CH3OPS2 in the gas phase at a distorted geometry, with properties calculated with ωB97M-V with the def2-TZVPD basis set.

Values from the calculation:
HOMO level (spin up / spin down) = -8.625 / -8.624 eV
energy = -34091.345 eV
lowest unoccupied orbital energy (spin up / spin down) = -0.0672 / -0.0674 Eh
energy above the lowest of the compared OMol25 structures with the same formula, charge and spin = 12.6 kJ/mol
spin multiplicity = 1
frontier orbital gap (spin up / spin down) = 0.24978 / 0.24950 Eh

Cartesian coordinates (Å):
C: -0.991 1.489 -0.018
O: 2.243 -1.395 0.998
P: 1.924 -0.485 -0.226
S: -0.266 0.097 0.621
S: 3.378 0.874 -0.297
H: -2.008 1.459 -0.425
H: -0.360 2.393 0.110
H: 3.123 -1.078 1.303

No. 4
Below is a molecular structure, C50H45Br2N8O4RbS2Se2 at a distorted geometry, with properties calculated with ωB97M-V with the def2-TZVPD basis set.

Values from the calculation:
HOMO level = -2.618 eV
net charge = -2
energy = -365798.217 eV
lowest unoccupied orbital energy = 0.1227 Eh
energy above the lowest of the compared OMol25 structures with the same formula, charge and spin = 95.4 kJ/mol
spin multiplicity = 1
frontier orbital gap = 0.21889 Eh

Cartesian coordinates (Å):
Rb: -0.512 0.157 0.457
C: 0.557 -5.487 0.274
C: 0.536 -4.000 0.025
N: -0.515 -3.393 -0.438
N: -1.493 -4.110 -0.927
C: -2.775 -3.913 -0.823
N: -3.534 -4.365 -1.898
S: -3.609 -3.354 0.547
C: 1.747 -3.219 0.209
C: 2.981 -3.833 0.499
C: 4.134 -3.071 0.513
C: 4.058 -1.709 0.253
C: 2.799 -1.178 0.010
N: 1.688 -1.895 -0.009
H: -0.464 -5.858 0.208
H: 0.948 -5.713 1.268
H: 1.159 -6.011 -0.477
H: -3.043 -4.977 -2.534
H: -4.459 -4.665 -1.644
H: 3.031 -4.896 0.683
H: 5.090 -3.539 0.718
H: 4.941 -1.084 0.240
H: 2.680 -0.118 -0.193
O: 5.852 5.792 -0.599
C: 5.761 5.100 0.431
O: 6.494 5.041 1.435
C: 4.512 4.156 0.471
C: 3.506 4.296 -0.472
C: 2.381 3.477 -0.393
N: 2.234 2.555 0.551
C: 3.182 2.434 1.479
C: 4.343 3.203 1.464
C: 2.886 1.456 2.552
C: 3.408 1.589 3.840
C: 3.047 0.667 4.808
C: 2.187 -0.366 4.469
C: 1.732 -0.425 3.161
N: 2.064 0.458 2.235
C: 1.244 3.632 -1.332
C: 0.870 4.903 -1.771
C: -0.215 5.028 -2.621
C: -0.891 3.883 -3.010
C: -0.456 2.663 -2.515
N: 0.585 2.530 -1.699
H: 3.640 5.033 -1.252
H: 5.123 3.078 2.203
H: 4.063 2.414 4.081
H: 3.425 0.760 5.818
H: 1.865 -1.097 5.198
H: 1.071 -1.220 2.830
H: 1.406 5.774 -1.422
H: -0.534 6.006 -2.958
H: -1.743 3.925 -3.675
H: -0.971 1.750 -2.784
C: -1.246 -3.015 3.422
C: -1.600 -1.770 4.183
C: -1.907 -1.819 5.560
C: -2.194 -0.661 6.228
C: -2.202 0.566 5.534
C: -2.466 1.823 6.114
Br: -2.854 1.964 7.986
C: -2.465 2.974 5.369
C: -2.242 2.900 4.000
Br: -2.274 4.508 2.985
C: -2.023 1.698 3.292
O: -1.957 1.629 2.035
C: -1.935 0.512 4.137
N: -1.623 -0.639 3.515
H: -1.575 -3.907 3.954
H: -0.165 -3.079 3.267
H: -1.724 -2.984 2.442
H: -1.908 -2.770 6.078
H: -2.427 -0.672 7.285
H: -2.653 3.932 5.832
C: -7.171 2.547 0.423
Se: -5.422 2.027 1.165
C: -4.324 2.921 -0.195
C: -4.722 2.565 -1.610
Se: -3.730 1.094 -2.483
C: -3.886 -0.294 -1.136
H: -7.174 3.615 0.206
H: -7.909 2.331 1.194
H: -7.425 1.981 -0.472
H: -3.300 2.640 0.045
H: -4.429 3.994 -0.020
H: -4.565 3.411 -2.284
H: -5.776 2.297 -1.650
H: -4.934 -0.482 -0.924
H: -3.328 -0.009 -0.236
H: -3.422 -1.189 -1.542
O: -1.052 -0.494 -2.781
S: 0.294 -0.972 -2.407
C: 1.438 -0.166 -3.580
C: 2.809 -0.262 -3.390
C: 3.667 0.321 -4.308
C: 3.158 1.003 -5.404
C: 1.785 1.114 -5.573
C: 0.923 0.528 -4.659
C: 0.498 -2.540 -3.306
C: -0.481 -2.900 -4.212
C: -0.365 -4.093 -4.908
C: 0.725 -4.923 -4.683
C: 1.699 -4.558 -3.763
C: 1.590 -3.362 -3.073
H: 3.204 -0.785 -2.530
H: 4.738 0.246 -4.171
H: 3.832 1.451 -6.123
H: 1.385 1.655 -6.421
H: -0.152 0.601 -4.769
H: -1.327 -2.238 -4.349
H: -1.127 -4.381 -5.621
H: 0.813 -5.859 -5.220
H: 2.543 -5.210 -3.580
H: 2.343 -3.075 -2.351

Question: energy above the lowest of the compared OMol25 structures with the same formula, charge and spin of number 4 (C50H45Br2N8O4RbS2Se2)?
Answer: 95.4 kJ/mol